Record 1
Density functional theory data (ωB97M-V/def2-TZVPD) for a molecular structure, C17H25ErN6OSSi.

Atoms and positions in Å:
Si (-1.643, -1.714, 4.159)
H (-1.412, -2.273, -4.682)
H (1.902, -4.482, -4.287)
H (3.002, 6.123, -0.230)
C (1.526, 4.877, 0.636)
H (-3.664, -2.249, 3.138)
C (2.061, 5.686, -0.565)
C (-2.980, -0.744, -4.444)
H (4.106, 3.916, -0.807)
C (-3.529, -1.772, 4.144)
H (0.512, 4.626, 0.689)
S (2.312, 3.191, 0.440)
H (1.371, 6.459, -0.845)
C (-1.080, -0.951, -3.009)
N (2.311, -4.041, -3.447)
N (2.318, -2.784, -1.535)
C (-1.160, -3.533, 4.070)
C (1.829, -3.047, -2.774)
C (-0.527, -0.326, 1.733)
C (0.203, -1.550, -2.565)
C (-0.992, -0.869, 2.712)
H (3.100, -4.486, -2.970)
C (-1.804, -1.414, -4.122)
H (1.702, 5.276, 1.635)
C (1.744, -1.825, -0.850)
H (-3.534, -1.053, -5.369)
C (3.128, 3.571, -1.086)
H (-1.999, -4.117, 3.654)
H (-0.539, -1.708, 6.472)
H (-0.152, -3.652, 3.519)
O (1.105, 2.351, -0.101)
N (0.737, -2.497, -3.275)
H (2.756, 5.075, -2.551)
H (-3.147, 1.161, -1.719)
H (0.063, -0.440, 5.385)
H (-3.985, -2.494, 4.842)
H (3.203, 2.715, -1.746)
H (-4.389, 0.775, -3.904)
N (-1.523, -0.006, -2.179)
C (-3.423, 0.292, -3.617)
Er (-0.254, 0.668, -0.220)
H (1.297, 4.197, -1.908)
N (2.185, -1.550, 0.374)
C (-0.839, -0.975, 5.665)
H (-4.022, -0.839, 4.242)
C (2.248, 4.679, -1.678)
H (1.531, -1.320, 1.032)
C (-2.749, 0.521, -2.467)
H (-1.068, -3.946, 5.035)
H (-1.528, -0.296, 6.043)
H (3.041, -2.053, 0.686)
N (0.646, -1.151, -1.349)

Calculated values
**Charge**: +2
**Expectation value of S²**: 3.753
**E_HOMO (spin up / spin down)**: -14.18 / -14.18 eV
**Spin multiplicity**: 4


Record 2
Density functional theory data (ωB97M-V/def2-TZVPD) for 3 unconnected molecules or ions with the total composition C17H25F4NO11.

Atoms and positions in Å:
O (5.408, -1.929, -1.734)
C (5.526, -1.206, 1.594)
H (0.722, -1.269, -0.539)
O (-4.788, 3.416, -3.948)
H (-0.380, 0.896, -0.593)
C (-3.982, 3.057, -0.876)
F (-3.973, -1.461, 1.244)
C (-2.090, 0.053, -3.045)
H (3.187, 2.051, -0.420)
H (5.938, -0.392, 2.197)
H (-2.677, -3.101, 0.481)
F (-4.728, -1.915, -1.311)
C (1.899, -1.081, -0.492)
C (-0.484, 0.226, -2.769)
C (-3.018, -0.092, -1.702)
C (-0.965, -1.225, 4.519)
O (5.344, -0.795, 0.252)
H (-4.416, 3.526, 0.127)
O (0.938, 1.317, 5.755)
H (6.304, -3.113, 2.252)
H (2.286, -1.199, -1.615)
C (1.351, 2.041, -1.772)
F (-2.488, -2.654, -2.021)
H (-0.010, 0.610, -3.795)
H (-2.253, -0.840, -3.811)
F (-1.578, -1.272, 0.794)
O (0.175, -0.774, 5.227)
H (-0.758, -2.176, 4.018)
H (2.325, -1.912, 0.226)
O (-4.381, 3.938, -1.987)
H (-2.625, 0.477, -0.758)
C (-2.836, -1.924, 0.365)
N (-3.842, 3.492, -3.148)
H (1.286, 3.118, -1.264)
H (3.263, 0.754, -1.788)
C (-0.146, 1.385, -1.655)
H (1.691, 2.247, -2.898)
H (-2.813, 3.074, -0.778)
C (-4.567, 1.528, -0.959)
C (-1.228, -0.118, 3.551)
H (-2.293, -0.007, 3.326)
H (4.555, -1.500, 2.008)
C (2.536, 1.227, -0.988)
C (-3.242, -1.670, -1.211)
C (0.192, 0.587, 5.124)
O (-5.314, 1.078, 0.088)
O (6.177, -2.887, 0.195)
H (-0.988, 2.221, -1.787)
H (7.517, -2.047, 1.500)
O (-0.735, 1.025, 4.222)
H (-1.788, -1.367, 5.227)
H (-0.678, -0.243, 2.612)
O (-4.330, 0.554, -2.039)
C (5.624, -1.875, -0.535)
H (-2.440, 1.034, -3.625)
H (0.047, -0.814, -2.561)
C (6.468, -2.360, 1.476)
O (2.075, 0.284, 0.042)

Calculated values
**Charge**: 0
**E_HOMO**: -9.99 eV


Record 3
Density functional theory data (ωB97M-V/def2-TZVPD) for a molecular structure, C17H25F6LaN2O5S3.

Atoms and positions in Å:
S (-2.234, -2.091, 3.088)
S (-1.859, 3.240, -0.170)
F (2.368, -2.218, 2.642)
H (-6.299, -2.520, -1.635)
H (-5.081, -4.649, -1.955)
H (-3.576, 2.763, 1.487)
S (0.186, -1.723, 4.019)
H (3.844, -0.231, 2.916)
H (2.365, 0.712, 3.160)
C (-2.774, -0.287, 3.427)
C (-4.554, -3.763, -1.634)
O (-1.091, 2.100, 0.383)
La (0.000, -0.229, 1.087)
H (5.368, 1.561, 1.016)
C (-3.144, 3.676, 1.087)
H (-3.090, 0.450, -0.246)
F (-4.102, -0.188, 3.479)
H (-0.720, 5.318, -0.661)
H (-5.088, -0.501, -0.939)
F (-2.290, 0.204, 4.563)
H (3.948, 1.509, 3.202)
H (4.634, 0.995, -0.493)
F (1.358, -3.993, 3.342)
C (3.366, 0.725, 2.720)
C (-3.175, -1.469, -0.871)
C (-3.188, -3.812, -1.407)
C (-2.421, 4.510, 2.124)
O (1.020, -1.789, 5.161)
C (4.677, 0.839, 0.584)
O (-3.432, -2.841, 3.184)
C (2.327, -0.023, 0.595)
H (-2.286, 6.248, 0.864)
H (1.800, 2.542, 1.451)
H (-3.907, 4.250, 0.564)
O (0.040, -0.424, 3.396)
O (-1.608, -2.020, 1.793)
C (-0.864, 4.748, 0.254)
N (-2.450, -0.296, -0.518)
C (-1.609, 5.527, 1.328)
C (1.175, -2.802, 2.789)
H (-1.437, -2.715, -0.836)
C (-5.233, -2.570, -1.465)
F (0.717, -3.011, 1.538)
F (-2.387, 0.541, 2.426)
H (2.928, -0.908, 0.324)
C (3.277, 0.985, 1.199)
H (2.703, 2.640, -0.079)
H (5.070, -0.157, 0.773)
H (-2.654, -4.744, -1.509)
H (-0.916, 6.070, 1.971)
C (-2.501, -2.675, -1.029)
C (2.782, 2.424, 0.987)
H (-3.117, 4.997, 2.809)
H (-1.906, 0.042, -1.313)
N (-1.203, -2.423, 4.230)
H (0.098, 4.374, 0.599)
C (-4.550, -1.430, -1.078)
H (3.470, 3.139, 1.436)
H (-1.755, 3.870, 2.705)

Calculated values
**Charge**: 0
**E_HOMO (spin up / spin down)**: -4.65 / -4.66 eV
**Energy relative to the best compared isomer or geometry (same formula, charge and spin)**: 187.2 kJ/mol


Record 4
Density functional theory data (ωB97M-V/def2-TZVPD) for 4 unconnected molecules or ions with the total composition C17H25F8N3O.

Atoms and positions in Å:
N (-2.967, 5.921, -20.662)
C (-5.935, 16.391, -25.209)
H (-4.401, 2.058, -23.180)
H (-5.924, 5.816, -21.771)
C (-1.282, 12.785, -15.571)
C (-4.306, 2.698, -22.303)
H (-5.425, 17.249, -24.771)
C (-5.588, 8.462, -24.563)
H (-3.337, 3.184, -22.187)
H (-7.804, 16.109, -26.346)
H (-3.494, 8.759, -21.057)
H (-2.202, 14.213, -16.919)
H (-6.814, 15.186, -23.479)
C (0.562, 12.300, -17.783)
C (-4.871, 8.311, -23.240)
H (-7.957, 17.178, -24.925)
F (-4.254, 7.086, -23.293)
C (-1.544, 13.345, -16.965)
H (-7.062, 17.692, -26.488)
F (-6.487, 7.511, -24.898)
C (-3.997, 5.534, -20.954)
O (-3.861, 9.322, -23.153)
H (-5.850, 4.799, -20.430)
C (-0.318, 13.564, -17.802)
H (-2.345, 8.361, -22.213)
H (1.258, 12.440, -18.611)
H (-6.352, 3.529, -22.684)
H (0.228, 14.371, -17.314)
F (-1.485, 10.818, -22.585)
N (-3.859, 14.224, -23.373)
F (-5.694, 8.330, -22.156)
C (-5.314, 5.014, -21.354)
H (-3.594, 12.025, -22.026)
H (1.051, 12.064, -16.838)
C (-3.105, 11.638, -21.132)
F (-6.178, 9.639, -24.525)
C (-4.823, 14.698, -23.820)
H (-2.246, 12.717, -17.514)
F (-4.044, 11.404, -20.212)
H (-5.260, 16.115, -26.019)
H (-4.621, 2.006, -21.522)
F (-1.401, 10.044, -20.550)
C (-5.329, 3.785, -22.410)
H (-0.075, 11.455, -18.042)
F (-2.461, 12.801, -20.769)
C (-7.332, 16.910, -25.777)
C (-3.046, 9.159, -21.966)
C (-6.108, 15.222, -24.309)
C (-2.246, 10.415, -21.586)
H (-4.932, 4.139, -23.361)
N (-1.074, 12.307, -14.509)
H (-6.537, 14.353, -24.808)
H (-0.480, 13.741, -18.865)
H (-4.865, 8.449, -25.379)

Calculated values
**Charge**: +1
**Expectation value of S²**: 0.763
**E_HOMO (spin up / spin down)**: -12.75 / -12.75 eV
**Spin multiplicity**: 2


Record 5
Density functional theory data (ωB97M-V/def2-TZVPD) for a molecular structure, C17H25MnN6O2S.

Atoms and positions in Å:
H (-5.730, -3.871, -0.929)
H (4.054, -1.391, -1.968)
N (1.819, 0.746, -0.706)
C (1.641, 3.114, -0.465)
C (-1.045, 1.286, -3.543)
H (2.107, -2.475, -0.425)
C (2.426, 1.927, -0.938)
H (1.704, 3.477, 2.292)
C (3.644, 1.966, -1.570)
C (-4.860, -3.196, 0.935)
S (-1.575, -1.824, -1.759)
H (2.310, 1.918, 1.742)
C (4.231, 0.760, -1.955)
C (3.600, -0.449, -1.689)
C (-2.805, -2.285, -0.667)
C (-1.379, 1.001, -1.192)
N (-3.905, -2.912, -1.170)
H (-5.644, -3.551, 1.586)
Mn (0.055, 0.738, 0.177)
C (-3.732, -2.535, 1.419)
N (0.570, -1.215, 0.344)
N (-0.175, 0.624, 2.271)
H (-3.934, -3.040, -2.175)
C (0.240, -0.746, 2.717)
H (-1.354, 2.170, -4.085)
H (1.365, -2.398, 1.929)
C (1.403, 2.495, 1.925)
H (0.688, -0.718, 3.709)
C (1.522, -1.608, -0.733)
H (0.005, 1.317, -3.266)
O (-1.869, 1.277, -2.305)
C (1.184, -1.345, 1.708)
H (-0.039, 3.344, 0.708)
C (0.486, 1.810, 2.911)
H (-0.272, -1.805, 0.255)
H (-3.635, -2.360, 2.485)
O (-1.892, 0.889, -0.081)
H (2.285, 3.905, -0.080)
H (0.935, -1.897, -1.604)
H (1.047, 1.509, 3.796)
C (-4.920, -3.376, -0.412)
H (2.151, -0.839, 1.694)
C (2.374, -0.427, -1.059)
H (1.060, 3.537, -1.286)
N (-2.729, -2.093, 0.664)
H (4.135, 2.912, -1.758)
H (-1.304, 0.375, -4.072)
H (-1.170, 0.702, 2.460)
H (-0.298, 2.489, 3.243)
N (0.698, 2.648, 0.600)
H (5.193, 0.767, -2.453)
H (-0.666, -1.348, 2.777)

Calculated values
**Charge**: +3
**Expectation value of S²**: 4.146
**E_HOMO (spin up / spin down)**: -16.95 / -16.96 eV
**Spin multiplicity**: 4
**Energy relative to the best compared isomer or geometry (same formula, charge and spin)**: 88.1 kJ/mol


Record 6
Density functional theory data (ωB97M-V/def2-TZVPD) for a molecular structure, C17H25N10OPtS.

Atoms and positions in Å:
C (-4.376, 0.030, 1.736)
C (3.254, 2.644, -2.384)
N (-0.949, 1.181, 1.918)
C (1.827, 3.783, 3.586)
H (2.841, 1.466, -0.791)
H (-1.061, -2.150, -3.866)
C (1.529, -4.004, -2.686)
C (-4.398, -1.695, 0.083)
C (0.370, -2.099, -1.782)
O (-0.256, -5.402, -3.517)
C (-1.154, -4.313, -3.582)
H (-4.906, -2.444, -0.507)
H (-3.414, 1.429, 3.994)
N (0.189, 1.531, -1.806)
H (1.821, 4.211, 5.700)
N (2.029, 2.869, -2.789)
H (0.171, -5.192, -1.505)
C (-5.077, -0.913, 1.001)
H (-4.881, 0.658, 2.455)
H (-3.340, 2.829, 2.918)
H (-1.858, -4.527, -4.383)
N (4.247, 3.314, -2.995)
C (0.688, -5.251, -2.473)
C (1.165, 1.851, 2.184)
C (2.146, 3.417, 5.028)
H (2.216, -3.832, -1.859)
H (0.103, -3.081, -4.821)
N (0.638, -2.837, -2.832)
C (-2.758, 2.009, 3.345)
H (5.212, 3.184, -2.761)
C (1.066, 2.133, -2.266)
N (3.586, 1.781, -1.396)
N (0.194, -1.420, -0.869)
H (-1.952, 2.434, 3.934)
H (-1.710, -4.231, -2.636)
H (2.101, -4.085, -3.611)
H (3.999, 3.930, -3.749)
N (-0.099, 2.074, 2.485)
S (1.752, 0.489, 1.229)
C (-3.038, -1.497, -0.079)
H (3.050, 2.434, 2.483)
C (-0.406, -3.020, -3.858)
H (4.513, 1.787, -1.012)
H (3.217, 3.272, 5.174)
H (-6.142, -1.033, 1.144)
H (-2.459, -2.075, -0.785)
H (1.314, -6.141, -2.480)
Pt (-0.363, -0.082, 0.540)
H (1.633, 2.497, 5.310)
N (2.091, 2.681, 2.667)
C (-3.013, 0.171, 1.537)
H (0.779, 4.048, 3.476)
C (-2.192, 1.144, 2.272)
N (-2.363, -0.595, 0.626)
H (2.420, 4.636, 3.257)

Calculated values
**Charge**: +1
**E_HOMO**: -10.68 eV


Record 7
Density functional theory data (ωB97M-V/def2-TZVPD) for 3 unconnected molecules or ions with the total composition C17H25N2O7P.

Atoms and positions in Å:
C (-2.724, 0.162, 4.070)
C (-0.826, 4.686, -1.503)
N (-0.797, 1.080, -0.669)
H (3.790, 3.044, -0.627)
H (-6.401, 1.248, 5.358)
C (1.308, 4.058, -0.607)
H (3.179, -1.957, -1.186)
O (2.070, 0.325, -0.988)
C (3.233, -4.657, -2.893)
H (2.304, 4.368, -0.331)
H (-0.515, 0.565, 2.799)
P (2.056, 1.493, 0.207)
C (-0.420, 2.383, -0.838)
H (-1.682, -0.075, 1.611)
C (-1.284, 3.358, -1.359)
H (-3.885, 1.514, -1.887)
C (-1.088, -0.307, 2.491)
O (3.252, -4.300, -4.042)
H (2.526, -6.967, -4.055)
O (3.355, -5.917, -2.470)
H (4.270, -6.614, -4.207)
C (-2.016, 0.838, -1.065)
H (-3.943, 1.409, 5.898)
H (4.364, 1.426, -0.365)
H (3.622, -2.158, -2.874)
O (3.089, -3.876, -1.826)
H (3.703, -7.829, -3.046)
H (-1.483, 5.430, -1.927)
H (-5.422, 1.189, 3.886)
H (2.318, 0.777, -1.807)
O (-1.933, -0.773, 3.550)
H (-4.677, -0.030, 6.590)
H (-0.402, -1.114, 2.253)
H (1.224, -2.644, -3.429)
O (-2.752, 1.322, 3.749)
N (-2.564, 3.068, -1.732)
C (0.903, 2.755, -0.464)
H (-6.098, -0.297, 4.540)
C (2.919, -2.476, -2.104)
C (-4.419, 0.461, 5.653)
H (0.801, -2.520, -1.726)
H (4.158, 2.485, 1.036)
O (-3.483, -0.411, 5.005)
C (0.437, 5.046, -1.131)
C (-5.660, 0.664, 4.811)
C (1.492, -2.158, -2.489)
C (-2.889, 1.814, -1.589)
C (3.470, -6.879, -3.519)
H (-2.379, -0.180, -0.983)
H (0.806, 6.054, -1.239)
H (1.349, -1.092, -2.604)
C (3.746, 2.209, 0.073)

Calculated values
**Charge**: 0
**E_HOMO**: -8.49 eV


Record 8
Density functional theory data (ωB97M-V/def2-TZVPD) for a single C17H25N3O2S molecule.

Atoms and positions in Å:
C (-1.078, -2.500, 0.622)
H (-0.405, 1.583, -0.723)
H (2.886, -0.052, -0.630)
C (1.892, 4.493, 3.025)
H (-3.104, -1.761, 0.831)
C (0.446, -0.736, -1.331)
C (1.392, 3.921, 1.019)
H (-2.502, -2.079, 2.300)
C (-2.007, -3.953, -3.301)
N (1.028, 0.718, -1.497)
O (1.872, 3.674, 2.136)
H (0.287, 3.899, -1.252)
H (3.368, 2.196, 0.489)
H (-0.109, 1.597, -2.461)
H (-0.668, -4.464, 1.590)
H (0.584, 4.952, 4.730)
H (-2.381, -4.862, -0.174)
S (1.699, -2.019, -1.268)
C (-1.580, -2.959, -0.787)
H (1.882, 1.168, 1.109)
H (-0.829, -1.528, 0.468)
H (-0.252, 4.371, 3.384)
C (-1.121, -2.241, -1.809)
C (2.301, 1.860, 0.217)
H (-1.317, -2.028, -3.949)
H (1.874, 5.586, 2.637)
H (-3.261, -3.238, 1.232)
H (0.663, 3.263, 4.381)
C (-2.378, -4.789, -2.443)
C (0.755, 4.308, 3.908)
H (-1.089, -0.223, -2.445)
C (-0.043, 1.728, -1.572)
N (-0.811, -0.870, -1.752)
C (-2.536, -2.413, 1.267)
H (-2.341, -4.276, -4.269)
H (0.630, -3.647, 0.891)
H (1.605, 3.048, -2.015)
O (0.781, 4.858, 0.931)
C (-1.928, -4.315, -1.018)
H (2.962, 1.455, -1.731)
N (1.467, 3.027, -0.062)
H (2.811, 4.397, 3.529)
H (-0.121, -3.065, 2.210)
C (0.874, 3.012, -1.298)
C (2.498, 0.973, -1.153)
H (-2.721, -5.763, -2.482)
C (-0.420, -3.533, 1.549)
C (-1.554, -2.774, -3.033)

Calculated values
**Charge**: 0
**E_HOMO**: -8.00 eV
**Energy relative to the best compared isomer or geometry (same formula, charge and spin)**: 1674.1 kJ/mol


Record 9
Density functional theory data (ωB97M-V/def2-TZVPD) for a single C17H25N3O2S molecule.

Atoms and positions in Å:
H (4.174, -1.561, -2.976)
H (-6.157, -0.727, 0.161)
C (-2.374, 2.192, 1.074)
H (-1.099, -0.179, 1.411)
H (-1.920, 2.937, -0.903)
H (2.920, 2.051, -0.347)
H (-1.956, -0.980, 0.073)
C (-5.457, -1.025, -0.626)
C (-3.999, 0.595, 0.243)
C (2.465, -1.911, 2.127)
H (3.777, -2.576, 0.590)
H (0.915, 1.085, 2.190)
H (5.699, 0.186, -1.816)
C (5.164, 0.022, -0.883)
H (5.146, 0.957, -0.327)
C (3.744, -0.479, -1.164)
O (-4.133, -0.664, -0.230)
C (-0.631, 0.618, -0.543)
S (1.308, 4.070, -0.167)
C (-5.491, -2.524, -0.861)
C (0.990, 2.445, -0.110)
H (-6.489, -2.820, -1.170)
H (-1.131, 0.709, -1.518)
C (3.786, -1.770, -1.982)
H (3.219, 0.274, -1.763)
N (-0.264, 1.945, -0.093)
C (1.651, -0.889, 2.581)
O (-4.908, 1.387, 0.316)
H (-4.782, -2.798, -1.638)
H (0.251, -0.008, -0.659)
C (3.137, -1.776, 0.925)
H (1.137, -0.979, 3.527)
H (-3.288, 2.782, 1.145)
H (2.789, -2.193, -2.083)
C (-1.606, -0.022, 0.453)
H (-1.895, 2.139, 2.058)
H (-1.069, 3.791, 0.404)
C (3.001, -0.638, 0.142)
H (2.585, -2.810, 2.712)
H (-5.229, -3.053, 0.051)
N (-2.735, 0.854, 0.659)
N (2.049, 1.578, -0.138)
C (1.515, 0.262, 1.830)
C (-1.411, 2.813, 0.061)
H (-5.717, -0.475, -1.538)
H (4.433, -2.511, -1.520)
C (2.176, 0.391, 0.612)
H (5.711, -0.711, -0.294)

Calculated values
**Charge**: 0
**E_HOMO**: -8.12 eV
**Energy relative to the best compared isomer or geometry (same formula, charge and spin)**: 56.3 kJ/mol